Density functional theory data (ωB97M-V with the def2-TZVPD basis set) for a molecular structure, C28H25N6O4S5W in a non-equilibrium geometry.

Computed properties:
net charge = +3
ΔE to the lowest compared entry with this formula, charge and spin = 103.6 kJ/mol
LUMO (alpha / beta) = -9.27 / -9.18 eV
DFT total energy = -3768.5620 Eh
2S+1 = 1

Atoms and positions in Å:
W  -1.216  0.215  -0.300
C  2.633  -1.183  -2.195
C  1.547  -0.280  -1.703
N  0.588  -0.738  -0.934
N  0.648  -2.105  -0.708
C  -0.168  -2.603  0.147
S  -1.262  -1.645  1.178
S  -0.334  -4.286  0.446
C  0.679  -5.054  -0.870
C  -0.116  -5.331  -2.112
C  -0.691  -6.584  -2.296
C  -1.433  -6.855  -3.436
C  -1.604  -5.875  -4.403
C  -1.029  -4.623  -4.228
C  -0.290  -4.352  -3.088
C  1.591  1.121  -2.139
C  2.738  1.651  -2.751
C  2.750  2.933  -3.267
C  1.610  3.728  -3.213
C  0.460  3.251  -2.607
C  0.477  1.976  -2.066
O  -0.635  1.525  -1.429
H  2.328  -2.222  -2.168
H  3.512  -1.078  -1.553
H  2.920  -0.914  -3.208
H  1.027  -5.978  -0.409
H  1.541  -4.413  -1.039
H  -0.550  -7.358  -1.551
H  -1.866  -7.836  -3.574
H  -2.171  -6.092  -5.298
H  -1.142  -3.866  -4.993
H  0.174  -3.381  -2.963
H  3.635  1.055  -2.826
H  3.649  3.312  -3.731
H  1.619  4.719  -3.644
H  -0.439  3.848  -2.546
O  5.799  3.352  4.057
S  5.281  2.434  4.994
O  3.598  2.122  4.504
O  4.641  3.328  6.290
C  3.394  3.714  6.110
N  2.792  4.600  6.846
C  1.524  4.850  6.543
C  0.852  4.226  5.486
C  1.518  3.297  4.715
N  2.805  3.068  5.077
C  0.922  2.578  3.570
C  1.572  2.457  2.346
C  0.926  1.806  1.312
N  -0.307  1.287  1.426
C  -0.932  1.418  2.608
C  -0.358  2.044  3.695
H  1.021  5.584  7.161
H  -0.172  4.484  5.259
H  2.562  2.856  2.177
H  1.417  1.686  0.354
H  -1.921  0.983  2.690
H  -0.905  2.092  4.626
S  -2.450  -1.123  -2.022
C  -3.885  -0.407  -1.493
N  -5.130  -0.753  -1.660
C  -6.166  0.082  -1.038
C  -5.486  1.008  -0.009
S  -3.711  1.010  -0.483
H  -5.380  -1.551  -2.233
H  -6.888  -0.565  -0.542
H  -6.678  0.656  -1.810
H  -5.598  0.663  1.015
H  -5.838  2.032  -0.098